The following is a quantum chemistry calculation of a single C5H5NO2 molecule in a non-equilibrium geometry, from the OMol25 dataset.

XYZ file:
```
13
Properties=species:S:1:pos:R:3:forces:R:3
N -2.77897 -1.15462 0.04779 1.5 0.6 0.1
C -1.67535 -0.79744 0.01067 -0.8 -1.1 -0.1
C -0.23990 -0.42728 -0.15001 -0.7 1.1 0.2
C 0.64088 -1.59043 -0.55637 0.9 -1.5 0.5
O 1.59376 -1.97965 0.09932 -1.6 0.8 -1.1
C 0.31805 0.52803 0.92406 -0.1 -0.4 0.2
C 0.29116 1.59320 -0.21180 0.8 0.3 0.5
O -0.17597 0.59302 -1.16462 0.2 0.5 0.0
H 0.31427 -2.08871 -1.50993 0.4 0.3 0.5
H 1.25966 0.12550 1.35904 -0.5 0.7 -0.5
H -0.41663 0.71285 1.70748 0.3 0.0 0.1
H -0.39812 2.45458 -0.04218 0.1 -0.9 -0.3
H 1.26715 2.03094 -0.51343 -0.5 -0.5 0.1
```
Positions in Å, forces in eV/Å.

The HOMO-LUMO gap comes out at 0.3922 hartree. For the LUMO energy, the calculation gives 0.002 hartree. As for the HOMO energy: -0.391 hartree. Its SMILES is N#C[C@]1(C=O)CCO1. Its max |F| is 2.09 eV/A.

Charges obtained by natural (NBO) population analysis, quoted in units of e: -0.28, 0.25, 0.05, 0.44, -0.48, -0.43, -0.06, -0.49, 0.14, 0.25, 0.23, 0.19, 0.19

---

The following is a quantum chemistry calculation of C5H8O2 as an isolated structure in a non-equilibrium geometry, from the OMol25 dataset.

XYZ file:
```
15
Properties=species:S:1:pos:R:3:forces:R:3
O 2.15872 -0.89640 -0.32728 -0.4 -0.4 -0.1
C 1.04688 -0.40194 0.38623 -0.4 0.2 0.4
C 0.63066 1.02620 -0.08225 0.1 0.2 -0.1
C -0.76068 0.68144 -0.62900 -0.1 0.7 -0.3
C -1.40719 0.00589 0.55667 0.0 0.3 0.1
C -0.34491 -1.03440 0.12386 -0.8 0.3 1.0
O -0.56026 -0.63297 -1.25553 -0.2 0.0 0.1
H 1.92728 -0.93859 -1.26605 -0.1 0.0 0.1
H 1.33134 -0.48488 1.43601 -0.1 0.2 0.0
H 0.57989 1.73706 0.74810 0.0 0.0 -0.2
H 1.30034 1.41023 -0.85232 0.1 -0.1 0.1
H -1.29517 1.38158 -1.26069 0.1 0.2 -0.2
H -1.38417 0.43650 1.56265 0.2 0.1 -0.2
H -2.40879 -0.38352 0.32640 0.4 0.1 0.1
H -0.81394 -1.90620 0.53321 1.3 -1.8 -0.7
```
Positions in Å, forces in eV/Å.

The HOMO-LUMO gap comes out at 0.3981 hartree. For the LUMO energy, the calculation gives 0.037 hartree. As for the HOMO energy: -0.361 hartree. Its max |F| is 2.32 eV/A.

Charges obtained by natural (NBO) population analysis, quoted in units of e: -0.70, 0.09, -0.46, 0.08, -0.43, 0.03, -0.53, 0.47, 0.19, 0.21, 0.22, 0.20, 0.20, 0.22, 0.21

---

The following is a quantum chemistry calculation of a single C20H34N4O2 molecule in a non-equilibrium geometry, from the OMol25 dataset.

XYZ file:
```
60
Properties=species:S:1:pos:R:3:forces:R:3
C 4.78988 4.32871 -5.76121 0.0 -0.2 0.2
C 4.09125 3.30096 -4.88102 -0.2 0.1 -0.1
C 2.60609 3.17815 -5.25367 0.3 0.0 0.1
N 1.81769 2.23590 -4.48755 -0.1 -0.1 0.0
C 2.20038 0.84842 -4.64058 -0.3 -0.1 0.0
C 1.08366 -0.03508 -4.07073 0.3 -0.1 -0.3
N 0.87757 0.29284 -2.68131 -0.1 0.3 -0.1
C 1.12003 -0.48706 -1.60723 0.0 -0.3 -0.3
O 1.00455 -0.06719 -0.46954 0.1 0.0 0.4
C 1.52160 -1.93302 -1.88434 0.0 0.0 0.4
C 1.59603 -2.69822 -0.56276 0.0 0.2 0.0
C 0.25910 -2.68672 0.07955 -0.4 -0.2 -0.3
N -0.88322 -2.86049 -0.49927 1.2 -0.1 -0.8
N -1.83190 -2.74482 0.45726 -0.9 0.1 1.1
C -1.22150 -2.50866 1.56991 -0.5 -0.3 -0.3
C -1.82021 -2.25217 2.89824 0.2 0.3 -0.1
C -1.79839 -0.74562 3.19253 0.0 -0.2 0.4
C -2.25492 -0.40000 4.61260 -0.1 0.3 -0.5
C -3.73748 -0.70558 4.83203 0.2 -0.2 0.3
C -4.16947 -0.33134 6.24756 -0.2 0.2 -0.2
C -3.90183 1.14473 6.52064 0.2 -0.2 0.2
C -2.42423 1.45716 6.31052 -0.2 0.2 -0.2
C -1.99572 1.08219 4.89515 0.2 -0.2 0.3
O 0.12121 -2.46820 1.40154 0.1 0.0 0.2
C 0.54816 1.69161 -2.49784 0.1 0.4 0.3
C 1.65990 2.56285 -3.08390 -0.3 -0.1 0.0
H 4.72402 4.04191 -6.80857 0.0 0.0 -0.1
H 5.84057 4.41098 -5.49311 0.1 0.1 0.0
H 4.32825 5.30682 -5.64514 0.0 0.1 0.0
H 4.57946 2.33148 -5.00019 0.0 0.0 0.1
H 4.18123 3.59941 -3.83475 0.0 -0.1 0.1
H 2.52617 2.88465 -6.30513 0.0 0.1 0.0
H 2.13024 4.15736 -5.14461 0.0 0.0 -0.1
H 2.33111 0.63332 -5.70310 0.0 0.0 0.0
H 3.14174 0.60998 -4.11303 0.0 0.0 -0.1
H 1.33391 -1.08557 -4.19670 0.0 0.0 0.0
H 0.15709 0.17794 -4.61542 0.1 -0.1 0.0
H 0.76535 -2.40101 -2.51520 0.1 0.0 -0.1
H 2.49046 -1.96190 -2.38642 -0.1 0.0 -0.1
H 2.30328 -2.22363 0.11834 0.0 -0.1 -0.1
H 1.90816 -3.72932 -0.74577 0.0 0.1 0.0
H -2.84095 -2.63052 2.88390 0.1 -0.1 0.0
H -1.24279 -2.78247 3.65862 -0.1 -0.1 0.0
H -2.43547 -0.23583 2.46705 0.0 0.1 -0.1
H -0.77792 -0.38160 3.05043 0.0 0.1 -0.1
H -1.66777 -0.99464 5.32256 0.0 0.0 0.0
H -3.93199 -1.76632 4.66625 -0.1 0.0 -0.1
H -4.32982 -0.13874 4.11013 -0.1 0.0 -0.1
H -5.23186 -0.54833 6.37804 0.0 -0.1 0.1
H -3.61434 -0.93793 6.96736 0.0 -0.1 0.1
H -4.19599 1.39549 7.54206 -0.1 0.1 0.0
H -4.50114 1.75366 5.83993 -0.1 0.1 0.0
H -2.23818 2.51927 6.48386 0.1 0.0 0.1
H -1.82894 0.89175 7.03160 0.1 0.0 0.1
H -0.93447 1.30266 4.76073 0.0 0.0 -0.1
H -2.55436 1.68543 4.17579 0.0 0.1 -0.1
H 0.43267 1.87384 -1.42904 0.0 0.0 -0.2
H -0.39294 1.90322 -3.01453 0.0 0.0 0.0
H 1.38521 3.61548 -2.99607 0.0 0.0 0.0
H 2.58427 2.38914 -2.50609 0.0 0.1 0.0
```
Positions in Å, forces in eV/Å.

The HOMO-LUMO gap comes out at 0.3438 hartree. For the LUMO energy, the calculation gives 0.029 hartree. As for the HOMO energy: -0.315 hartree. Its SMILES is CCCN1CCN(C(=O)CCc2nnc(CCC3CCCCC3)o2)CC1. Its max |F| is 1.49 eV/A.

Charges obtained by natural (NBO) population analysis, quoted in units of e: -0.60, -0.42, -0.20, -0.45, -0.23, -0.22, -0.43, 0.70, -0.65, -0.50, -0.45, 0.49, -0.33, -0.30, 0.47, -0.45, -0.38, -0.21, -0.40, -0.39, -0.40, -0.39, -0.39, -0.41, -0.23, -0.23, 0.20, 0.21, 0.20, 0.19, 0.20, 0.19, 0.19, 0.21, 0.16, 0.21, 0.20, 0.25, 0.23, 0.24, 0.23, 0.24, 0.22, 0.21, 0.21, 0.19, 0.20, 0.20, 0.21, 0.19, 0.21, 0.19, 0.21, 0.19, 0.21, 0.19, 0.25, 0.20, 0.21, 0.17

---

Summary of energy relative to the best compared isomer or geometry (same formula, charge and spin) in kJ/mol
247.1; 221.8; 50.9
(order as listed above)